A structure of composition C32H44N4O8PtS2SbSi3 in a non-equilibrium geometry, computed with wB97M-V/def2-TZVPD.

```
95
Properties=species:S:1:pos:R:3
Pt 0.5610 0.2410 -0.0961
O -1.2521 2.0331 3.3819
C -0.4682 2.0403 2.4687
O -0.6815 2.6333 1.3031
C 0.8920 1.4060 2.5952
C 1.4003 1.2297 3.8649
C 2.6877 0.7326 4.0180
C 3.4346 0.4585 2.8871
C 2.8462 0.6227 1.6451
N 1.5937 1.0749 1.4907
H 0.7749 1.4818 4.7086
H 3.0987 0.5695 5.0053
H 4.4482 0.0891 2.9489
H 3.3669 0.3621 0.7340
O -0.2537 -2.6779 -5.0721
C -1.2770 -2.8661 -4.2195
C -2.2829 -3.7457 -4.6232
C -3.3718 -3.9806 -3.8122
C -3.4897 -3.3464 -2.5754
C -2.5020 -2.4772 -2.1703
C -1.3853 -2.2166 -2.9757
C -0.3664 -1.2712 -2.4840
O -0.6756 -0.6609 -1.3890
N 0.7182 -1.1188 -3.2204
N 1.6590 -0.1854 -2.8361
C 2.8307 -0.4496 -3.2678
S 4.1627 0.6437 -2.9872
C 5.4253 -0.6338 -3.2437
C 4.9566 -1.4858 -4.4061
S 3.2235 -1.9356 -4.1034
H 0.4017 -2.0973 -4.6299
H -2.1760 -4.2335 -5.5826
H -4.1380 -4.6714 -4.1399
H -4.3435 -3.5373 -1.9404
H -2.5659 -1.9797 -1.2123
H 5.5139 -1.2214 -2.3312
H 6.3707 -0.1363 -3.4540
H 5.5306 -2.4086 -4.4751
H 5.0307 -0.9462 -5.3492
O 0.2244 -1.4242 1.2125
C 1.2523 -2.1825 1.0570
O 2.1879 -1.9186 0.2903
C 1.3043 -3.4143 1.9039
C 0.6836 -4.5953 1.5172
C 0.7687 -5.7219 2.3233
C 1.4677 -5.6808 3.5206
C 2.0722 -4.4910 3.8795
C 2.0078 -3.3571 3.0952
N 2.8241 -4.4162 5.1482
O 3.3707 -3.3619 5.4152
O 2.8517 -5.4056 5.8451
H 0.1317 -4.6330 0.5865
H 0.2847 -6.6396 2.0185
H 1.5466 -6.5413 4.1677
H 2.5007 -2.4533 3.4213
C 1.9384 4.5633 0.6789
Si 2.3033 4.1700 -1.1036
C 4.0888 3.7319 -1.3826
C 1.7815 5.5159 -2.2798
Sb 0.7766 2.0713 -1.6857
Si -2.1777 3.4289 0.9747
C -2.4439 4.8027 2.1875
C -1.8018 4.1049 -0.7285
C -3.5303 2.1599 0.9198
Si -0.3063 2.0415 -4.1009
C -1.8727 1.0368 -4.0355
C 1.0184 1.3743 -5.2231
C -0.6844 3.8320 -4.4701
H 2.6977 5.2628 1.0391
H 1.9730 3.6726 1.3052
H 0.9595 5.0280 0.8037
H 4.6684 4.6588 -1.3388
H 4.2593 3.2769 -2.3544
H 4.4692 3.0562 -0.6155
H 2.4129 6.3899 -2.0938
H 0.7421 5.8233 -2.1602
H 1.9440 5.2183 -3.3163
H -3.1815 5.5034 1.7881
H -1.5229 5.3616 2.3673
H -2.8094 4.4288 3.1430
H -0.9050 4.7331 -0.7192
H -2.6259 4.7267 -1.0857
H -1.6729 3.3008 -1.4632
H -3.3123 1.3266 1.5889
H -3.6698 1.7659 -0.0883
H -4.4760 2.5978 1.2454
H -2.1963 0.8021 -3.0207
H -1.7453 0.0922 -4.5662
H -2.6699 1.6024 -4.5232
H 1.1640 0.3061 -5.0744
H 1.9762 1.8840 -5.1004
H 0.6868 1.5308 -6.2541
H -1.6018 4.1592 -3.9779
H -0.8416 3.9166 -5.5496
H 0.1132 4.5217 -4.2028
```

Properties
2S+1 ... 1
Total charge ... +1
Energy above the lowest of the compared OMol25 structures with the same formula, charge and spin ... 0.00 kJ/mol

These are the Mulliken partial charges, in e, on atoms 1 to 2: atom 1 (Pt): 2.253, atom 2 (O): -0.578


A cluster of 8 separate species, C32H45ClNO18P in total in a non-equilibrium geometry, computed with wB97M-V/def2-TZVPD.

```
98
Properties=species:S:1:pos:R:3
N -1.5157 -5.9897 2.6298
C -1.8745 -7.2993 2.2991
C -1.9082 -8.4219 3.0503
P -1.5031 -8.7691 4.8138
O 0.0264 -9.3023 4.6090
Cl -1.2021 -6.9113 5.6398
C -2.3992 -9.5076 2.1546
O -2.2444 -10.6793 2.2040
O -3.0511 -8.8806 1.0707
C -2.3455 -7.7114 0.9131
O -2.0709 -7.2052 -0.1309
H -0.6534 -5.6938 2.1920
H -2.2558 -5.3514 2.3620
H 0.3027 -9.2599 3.6841
O -0.7592 -3.3663 1.6095
C 0.1364 -3.2735 0.8120
C 1.5525 -3.8075 0.9187
C 2.2723 -3.0227 -0.1792
C 1.1451 -2.7616 -1.1716
O -0.0422 -2.6607 -0.3632
H 1.5364 -4.8814 0.7185
H 1.9557 -3.6252 1.9110
H 3.1206 -3.5396 -0.6219
H 2.6286 -2.0758 0.2275
H 1.0124 -3.5835 -1.8791
H 1.2779 -1.8328 -1.7186
O -0.5837 2.0669 3.3980
C -1.2384 1.1930 2.9013
C -1.4926 0.9560 1.4240
C -2.6766 -0.0072 1.4421
C -2.4634 -0.7366 2.7624
O -1.8391 0.2331 3.6336
H -0.6004 0.5042 0.9855
H -1.7113 1.8939 0.9216
H -2.7186 -0.6788 0.5869
H -3.6099 0.5576 1.4762
H -1.7917 -1.5856 2.6532
H -3.3941 -1.0722 3.2133
O 0.7533 0.5334 -1.9510
C -0.2832 0.4810 -2.5561
C -0.6879 1.2882 -3.7703
C -2.2000 1.0697 -3.8312
C -2.3356 -0.3094 -3.1954
O -1.2647 -0.3870 -2.2318
H -0.1727 0.8827 -4.6404
H -0.4114 2.3300 -3.6416
H -2.6208 1.1224 -4.8326
H -2.7072 1.8136 -3.2146
H -2.2054 -1.1199 -3.9099
H -3.2819 -0.4491 -2.6798
O 3.6466 6.0562 6.1130
C 2.7340 5.2835 6.1484
C 2.0112 4.6382 4.9793
C 0.7354 4.1020 5.6245
C 1.1979 3.8398 7.0508
O 2.2098 4.8323 7.3126
H 2.6391 3.8382 4.5840
H 1.8202 5.3716 4.2017
H 0.3226 3.2255 5.1338
H -0.0301 4.8798 5.6227
H 1.6500 2.8523 7.1649
H 0.4044 3.9479 7.7860
O 2.1232 1.7688 -4.9027
C 2.8799 2.3786 -4.1996
C 3.8858 1.8037 -3.2228
C 4.2370 3.0128 -2.3583
C 4.0173 4.1715 -3.3239
O 2.9530 3.7213 -4.1990
H 4.7438 1.4380 -3.7901
H 3.4392 0.9886 -2.6599
H 5.2422 2.9880 -1.9424
H 3.5311 3.0872 -1.5298
H 4.8999 4.3722 -3.9362
H 3.7167 5.0910 -2.8216
O -5.5004 -2.9521 -2.5409
C -4.6209 -3.5911 -3.0357
C -4.2988 -5.0599 -2.8324
C -2.8789 -5.1712 -3.3855
C -2.8647 -4.0656 -4.4358
O -3.7517 -3.0519 -3.9289
H -5.0143 -5.6507 -3.4060
H -4.3666 -5.3218 -1.7808
H -2.6305 -6.1493 -3.7908
H -2.1614 -4.9420 -2.5964
H -3.2445 -4.4017 -5.4026
H -1.8783 -3.6286 -4.5776
O 3.8482 6.8305 -1.8443
C 3.0474 7.6904 -1.6075
C 3.1981 8.8655 -0.6615
C 1.7549 9.3406 -0.4917
C 1.1341 8.9287 -1.8214
O 1.8451 7.7400 -2.2149
H 3.8270 9.6153 -1.1435
H 3.6565 8.5477 0.2702
H 1.6541 10.4033 -0.2837
H 1.2818 8.7918 0.3231
H 1.2735 9.6832 -2.5979
H 0.0759 8.6930 -1.7472
```

Properties
SMILES ... NC1=C(P(O)Cl)C(=O)OC1=O.O=C1CCCO1.O=C1CCCO1.O=C1CCCO1.O=C1CCCO1.O=C1CCCO1.O=C1CCCO1.O=C1CCCO1
2S+1 ... 1
E_tot ... -3457.11501 a.u.

These are the Mulliken partial charges, in e, on atoms 1 to 2: atom 1 (N): -0.304, atom 2 (C): 0.892


A structure of composition C32H45FN3PPdS2 in a non-equilibrium geometry, computed with wB97M-V/def2-TZVPD.

```
85
Properties=species:S:1:pos:R:3
Pd -0.1582 1.4935 0.2972
C 3.5585 4.1788 3.7655
S 2.6173 2.6862 4.1210
C 1.5417 2.4329 2.7245
S 2.0734 1.9053 1.1624
N 0.2782 2.6466 3.0777
N -0.6171 2.4270 2.0864
C -1.8997 2.6747 2.3334
C -2.8061 2.4540 1.3015
C -4.1979 2.8124 1.4252
C -4.8816 2.8306 0.2754
C -4.2383 2.3548 -0.9847
C -2.8718 2.0343 -0.9292
N -2.2126 1.9177 0.2342
H 2.9924 4.9465 4.2700
H 3.6195 4.4204 2.7156
H 4.5399 4.0757 4.2668
H -2.2729 3.0819 3.2663
H -4.5696 3.0706 2.3744
H -5.9074 3.1568 0.1499
H -4.7963 2.3626 -1.8880
H -2.2514 1.9961 -1.8112
F 0.4305 5.6741 -4.1047
C 0.2267 4.7689 -3.1153
C 0.1382 3.4055 -3.4765
C 0.0841 2.4722 -2.4132
C 0.0960 2.9095 -1.0854
C 0.1790 4.2601 -0.7583
C 0.2310 5.1876 -1.8031
H -0.0608 3.0374 -4.4693
H 0.1125 1.4046 -2.5167
H 0.2396 4.6113 0.2750
H 0.1557 6.2113 -1.5399
C -3.4467 -3.0536 -1.8024
C -2.5893 -2.2616 -2.7905
C -1.7536 -1.2344 -2.0273
C -1.1346 -1.9274 -0.7376
C -2.2171 -2.1510 0.3026
C -3.5901 -2.3728 -0.3744
P 0.2399 -0.9829 -0.0019
C 0.7875 -1.6800 1.6597
C 1.0113 -3.1522 1.7663
C 1.2727 -3.6190 3.2486
C 1.7522 -2.4507 4.1182
C 0.7560 -1.3388 4.1964
C -0.0492 -1.2278 2.8691
C 1.7565 -1.5780 -1.0243
C 1.5284 -2.4759 -2.2700
C 2.8442 -3.0000 -2.9629
C 3.9808 -1.9029 -3.0287
C 3.4772 -0.4952 -2.7041
C 2.6414 -0.3738 -1.3968
H -3.0991 -4.0721 -1.6728
H -4.4222 -3.1489 -2.3069
H -3.2196 -1.7212 -3.4728
H -1.8739 -2.8594 -3.3662
H -2.3792 -0.3620 -1.7711
H -0.9062 -0.8592 -2.6706
H -0.7093 -2.9274 -1.0747
H -2.2915 -1.3379 0.9779
H -1.8775 -3.0206 0.9057
H -4.0271 -1.3539 -0.5899
H -4.2881 -2.9826 0.2714
H 1.8386 -1.1753 1.7652
H 1.8107 -3.4589 1.0637
H 0.1074 -3.7277 1.4303
H 1.9347 -4.5010 3.2251
H 0.3091 -3.9998 3.5971
H 2.6323 -1.9332 3.6879
H 2.0539 -2.8377 5.1087
H 1.3521 -0.4206 4.3483
H 0.0850 -1.4091 5.0604
H -0.4540 -0.1953 2.7618
H -0.9011 -1.9157 2.9652
H 2.3229 -2.1897 -0.3161
H 0.9855 -1.9371 -3.0318
H 0.8321 -3.3347 -1.9828
H 2.6712 -3.3601 -4.0221
H 3.2251 -3.8903 -2.3955
H 4.4334 -1.8724 -4.0297
H 4.7801 -2.2014 -2.3450
H 2.7838 -0.1908 -3.5246
H 4.2905 0.2341 -2.7830
H 2.0614 0.5010 -1.4682
H 3.2988 -0.1626 -0.6119
```

Properties
2S+1 ... 3
Energy above the lowest of the compared OMol25 structures with the same formula, charge and spin ... 0.00 kJ/mol

These are the Mulliken partial charges, in e, on atoms 1 to 2: atom 1 (Pd): -1.190, atom 2 (C): -0.840


A structure of composition C32H45HgN11SbSe4 in a non-equilibrium geometry, computed with wB97M-V/def2-TZVPD.

```
94
Properties=species:S:1:pos:R:3
Hg 9.2856 11.1687 13.8874
N 6.7084 11.9809 14.5766
C 5.7009 11.1138 14.0127
C 5.4104 11.5003 12.5557
N 6.4463 11.1439 11.5806
C 6.0243 11.1762 10.2185
C 5.1646 9.9783 9.9054
N 5.8146 8.7040 10.1270
H 6.5028 12.9784 14.6439
H 6.8104 11.6328 15.5768
H 4.7699 11.0921 14.5800
H 6.1086 10.0830 14.0417
H 5.1033 12.5902 12.5586
H 4.4381 10.9977 12.3337
H 7.2341 11.7042 11.8391
H 6.9721 11.0611 9.6901
H 5.5665 12.1371 10.0073
H 4.6850 10.0398 8.9413
H 4.3049 9.8690 10.5913
H 6.2023 8.6217 11.0757
H 6.6313 8.6556 9.5538
C 8.7049 15.0841 13.0850
C 8.5558 14.7723 14.5466
C 7.6066 15.3439 15.3702
C 7.4268 14.9273 16.6689
C 8.2846 13.9821 17.2505
C 9.2770 13.3909 16.4609
C 10.2483 12.3818 17.0163
C 9.3293 13.7291 15.0973
N 10.1303 13.0242 14.2762
C 11.1889 13.6396 13.6611
C 11.9598 14.6953 14.4322
C 11.4539 13.3686 12.3785
C 12.8232 13.9197 11.7883
N 10.6325 12.5657 11.6435
C 11.0043 12.3163 10.3415
C 10.2398 12.8315 9.2513
C 9.2796 13.9386 9.5582
C 10.4390 12.4445 7.9565
C 11.3813 11.4614 7.6530
C 12.1341 10.9481 8.6865
C 11.9448 11.3199 10.0311
C 12.9259 10.7105 11.0495
H 7.7556 15.5348 12.6553
H 8.8833 14.1112 12.5902
H 9.5767 15.7131 12.8456
H 7.1116 16.2274 14.9558
H 6.5556 15.3185 17.2110
H 8.1752 13.7070 18.3419
H 9.8010 11.4408 17.1024
H 10.6505 12.6471 17.9697
H 11.0901 12.2429 16.3110
H 11.9587 14.6212 15.5092
H 11.7147 15.7129 14.1829
H 13.0694 14.5076 14.2533
H 13.6912 13.3412 12.0800
H 13.0413 14.9225 12.1511
H 12.8055 13.9690 10.6835
H 8.7222 13.6976 10.5022
H 8.5752 14.0143 8.7119
H 9.8430 14.8672 9.7714
H 9.8536 12.8872 7.1963
H 11.5730 11.1930 6.6536
H 12.7817 10.1262 8.5191
H 13.2246 9.7010 10.8116
H 12.5031 10.6926 12.0521
H 13.7305 11.4533 11.1681
N 9.1476 9.6379 8.8724
C 9.9080 8.5151 8.8383
N 10.2137 8.0152 7.6000
C 10.8315 6.8360 7.6588
N 10.9390 6.1103 6.4880
N 11.4144 6.3037 8.7426
C 11.1818 6.9836 9.8797
N 10.2868 7.9754 10.0461
C 11.6800 6.5003 11.2223
C 10.8579 5.6408 11.8672
C 11.0420 5.3435 13.2685
C 12.1679 5.9877 13.8011
C 12.8873 6.8807 13.0609
N 12.7071 7.1536 11.7914
H 8.9558 10.1556 8.0268
H 9.1868 10.1720 9.7180
H 10.4686 6.4031 5.6217
H 11.5246 5.3075 6.5655
H 9.9840 5.2443 11.3619
H 10.3530 4.7924 13.8832
H 12.3550 5.9439 14.8729
H 13.6912 7.3903 13.5809
Se 7.5112 9.4032 17.0239
Sb 9.2466 8.0803 15.9147
Se 8.9224 8.6274 13.4541
Se 8.7893 5.7921 16.1341
Se 11.4466 8.7211 16.7292
```

Properties
2S+1 ... 2
Total charge ... -2
Energy above the lowest of the compared OMol25 structures with the same formula, charge and spin ... 18.95 kJ/mol

These are the Mulliken partial charges, in e, on atoms 1 to 2: atom 1 (Hg): 1.099, atom 2 (N): -0.069


2S+1 of number 2 (C32H45ClNO18P)?
1


Copy entry 3 word for word.
A structure of composition C32H45FN3PPdS2 in a non-equilibrium geometry, computed with wB97M-V/def2-TZVPD.

```
85
Properties=species:S:1:pos:R:3
Pd -0.1582 1.4935 0.2972
C 3.5585 4.1788 3.7655
S 2.6173 2.6862 4.1210
C 1.5417 2.4329 2.7245
S 2.0734 1.9053 1.1624
N 0.2782 2.6466 3.0777
N -0.6171 2.4270 2.0864
C -1.8997 2.6747 2.3334
C -2.8061 2.4540 1.3015
C -4.1979 2.8124 1.4252
C -4.8816 2.8306 0.2754
C -4.2383 2.3548 -0.9847
C -2.8718 2.0343 -0.9292
N -2.2126 1.9177 0.2342
H 2.9924 4.9465 4.2700
H 3.6195 4.4204 2.7156
H 4.5399 4.0757 4.2668
H -2.2729 3.0819 3.2663
H -4.5696 3.0706 2.3744
H -5.9074 3.1568 0.1499
H -4.7963 2.3626 -1.8880
H -2.2514 1.9961 -1.8112
F 0.4305 5.6741 -4.1047
C 0.2267 4.7689 -3.1153
C 0.1382 3.4055 -3.4765
C 0.0841 2.4722 -2.4132
C 0.0960 2.9095 -1.0854
C 0.1790 4.2601 -0.7583
C 0.2310 5.1876 -1.8031
H -0.0608 3.0374 -4.4693
H 0.1125 1.4046 -2.5167
H 0.2396 4.6113 0.2750
H 0.1557 6.2113 -1.5399
C -3.4467 -3.0536 -1.8024
C -2.5893 -2.2616 -2.7905
C -1.7536 -1.2344 -2.0273
C -1.1346 -1.9274 -0.7376
C -2.2171 -2.1510 0.3026
C -3.5901 -2.3728 -0.3744
P 0.2399 -0.9829 -0.0019
C 0.7875 -1.6800 1.6597
C 1.0113 -3.1522 1.7663
C 1.2727 -3.6190 3.2486
C 1.7522 -2.4507 4.1182
C 0.7560 -1.3388 4.1964
C -0.0492 -1.2278 2.8691
C 1.7565 -1.5780 -1.0243
C 1.5284 -2.4759 -2.2700
C 2.8442 -3.0000 -2.9629
C 3.9808 -1.9029 -3.0287
C 3.4772 -0.4952 -2.7041
C 2.6414 -0.3738 -1.3968
H -3.0991 -4.0721 -1.6728
H -4.4222 -3.1489 -2.3069
H -3.2196 -1.7212 -3.4728
H -1.8739 -2.8594 -3.3662
H -2.3792 -0.3620 -1.7711
H -0.9062 -0.8592 -2.6706
H -0.7093 -2.9274 -1.0747
H -2.2915 -1.3379 0.9779
H -1.8775 -3.0206 0.9057
H -4.0271 -1.3539 -0.5899
H -4.2881 -2.9826 0.2714
H 1.8386 -1.1753 1.7652
H 1.8107 -3.4589 1.0637
H 0.1074 -3.7277 1.4303
H 1.9347 -4.5010 3.2251
H 0.3091 -3.9998 3.5971
H 2.6323 -1.9332 3.6879
H 2.0539 -2.8377 5.1087
H 1.3521 -0.4206 4.3483
H 0.0850 -1.4091 5.0604
H -0.4540 -0.1953 2.7618
H -0.9011 -1.9157 2.9652
H 2.3229 -2.1897 -0.3161
H 0.9855 -1.9371 -3.0318
H 0.8321 -3.3347 -1.9828
H 2.6712 -3.3601 -4.0221
H 3.2251 -3.8903 -2.3955
H 4.4334 -1.8724 -4.0297
H 4.7801 -2.2014 -2.3450
H 2.7838 -0.1908 -3.5246
H 4.2905 0.2341 -2.7830
H 2.0614 0.5010 -1.4682
H 3.2988 -0.1626 -0.6119
```

Properties
2S+1 ... 3
Energy above the lowest of the compared OMol25 structures with the same formula, charge and spin ... 0.00 kJ/mol

These are the Mulliken partial charges, in e, on atoms 1 to 2: atom 1 (Pd): -1.190, atom 2 (C): -0.840


Look up the 2S+1 of the first one.
1